Record 1
A molecular structure, C27H20BrCuIO4P. Source: the Open Molecules 2025 dataset; level of theory: ωB97M-V/def2-TZVPD.

Element x y z (Å)
Cu (0.41, 0.55, -1.13)
O (-0.55, -1.59, -4.27)
C (-0.45, -1.28, -3.09)
O (-0.08, -0.12, -2.71)
C (-0.79, -2.35, -2.05)
C (-1.17, -3.56, -2.65)
C (-1.50, -4.68, -1.92)
C (-1.47, -4.61, -0.54)
C (-1.10, -3.43, 0.07)
C (-0.76, -2.28, -0.65)
P (-0.34, -0.73, 0.52)
C (-2.08, -0.58, 1.05)
C (-2.81, -1.42, 1.88)
C (-4.12, -1.11, 2.21)
C (-4.72, 0.03, 1.72)
C (-4.00, 0.87, 0.88)
C (-2.70, 0.57, 0.55)
C (0.74, -1.79, 1.55)
C (1.95, -2.13, 0.93)
C (2.91, -2.83, 1.61)
C (2.68, -3.25, 2.92)
C (1.48, -2.93, 3.53)
C (0.52, -2.19, 2.86)
H (-1.18, -3.58, -3.73)
H (-1.78, -5.59, -2.43)
H (-1.72, -5.47, 0.07)
H (-1.06, -3.40, 1.15)
H (-2.37, -2.31, 2.30)
H (-4.67, -1.76, 2.88)
H (-5.74, 0.27, 1.98)
H (-4.46, 1.77, 0.50)
H (-2.13, 1.23, -0.10)
H (2.11, -1.82, -0.10)
H (3.86, -3.06, 1.14)
H (3.42, -3.82, 3.45)
H (1.28, -3.25, 4.54)
H (-0.39, -1.93, 3.37)
I (-0.66, 1.02, 3.68)
C (0.14, 0.83, 1.68)
H (1.23, 0.85, 1.79)
H (-0.16, 1.76, 1.18)
Br (4.61, 7.57, -3.22)
C (3.43, 6.24, -2.52)
C (2.07, 6.51, -2.47)
C (1.22, 5.54, -1.98)
C (1.72, 4.32, -1.55)
C (3.09, 4.08, -1.60)
C (3.95, 5.04, -2.09)
C (0.80, 3.19, -1.12)
O (-0.41, 3.36, -1.04)
O (1.43, 2.09, -0.87)
H (1.69, 7.46, -2.82)
H (0.15, 5.71, -1.94)
H (3.46, 3.12, -1.26)
H (5.01, 4.85, -2.14)

As for the spin multiplicity: 2. For the orbital gap (alpha / beta), the calculation gives 6.8548 / 7.0044 eV. Its HOMO energy (alpha / beta) is -4.52 / -5.35 eV. As for the expectation value of S²: 0.7592. The charge is -1. The LUMO energy (alpha / beta) is 2.335 / 1.655 eV.

Record 2
A molecular structure, C14H14CuNO5 in a non-equilibrium geometry. Source: the Open Molecules 2025 dataset; level of theory: ωB97M-V/def2-TZVPD.

Element x y z (Å)
O (-6.18, 2.42, -1.96)
C (-5.12, 2.07, -1.70)
Cu (-1.61, 0.63, -0.51)
O (-4.90, -0.43, -0.68)
C (-3.93, 0.17, -0.80)
C (-0.79, 2.40, -1.05)
O (0.40, 2.61, -1.07)
C (-1.89, 1.90, 0.87)
O (-2.14, 2.28, 1.93)
C (-1.67, 0.03, -2.87)
O (-1.68, 0.05, -4.00)
H (-1.51, 3.04, -1.58)
C (2.44, 0.10, 1.91)
N (2.04, 0.79, 0.65)
C (3.09, 1.78, 0.24)
C (1.78, -0.19, -0.50)
C (0.76, -1.22, -0.09)
C (1.28, -2.49, 0.26)
C (0.45, -3.50, 0.75)
C (-0.91, -3.26, 0.86)
C (-1.43, -2.01, 0.49)
C (-0.60, -1.03, 0.00)
H (3.29, -0.56, 1.71)
H (1.60, -0.50, 2.30)
H (2.72, 0.86, 2.65)
H (1.17, 1.30, 0.83)
H (3.98, 1.22, -0.04)
H (2.71, 2.36, -0.61)
H (3.31, 2.43, 1.10)
H (1.45, 0.40, -1.37)
H (2.76, -0.64, -0.72)
H (2.35, -2.67, 0.16)
H (0.87, -4.47, 1.03)
H (-1.57, -4.04, 1.22)
H (-2.50, -1.83, 0.59)

As for the spin multiplicity: 2. For the orbital gap (alpha / beta), the calculation gives 7.6321 / 7.3194 eV. Its HOMO energy (alpha / beta) is -11.48 / -11.51 eV. As for the expectation value of S²: 0.7572. The charge is +1. The LUMO energy (alpha / beta) is -3.847 / -4.186 eV.

Record 3
2 unconnected molecules or ions with the total composition C4H12N2O. Source: the Open Molecules 2025 dataset; level of theory: ωB97M-V/def2-TZVPD.

Element x y z (Å)
C (0.83, 2.03, 0.49)
C (0.12, 1.17, 1.22)
N (-1.16, 0.72, 1.00)
C (-1.98, 0.32, 2.13)
H (0.44, 2.52, -0.40)
H (1.85, 2.22, 0.77)
H (0.62, 0.62, 2.02)
H (-1.65, 1.18, 0.24)
H (-2.82, -0.29, 1.81)
H (-1.36, -0.26, 2.80)
H (-2.37, 1.19, 2.67)
N (1.14, -2.57, -1.69)
C (0.58, -1.26, -1.74)
O (1.44, -0.28, -2.36)
H (0.97, -3.09, -2.53)
H (2.13, -2.56, -1.49)
H (-0.36, -1.29, -2.30)
H (0.38, -0.93, -0.71)
H (1.22, 0.55, -1.94)

For the orbital gap, the calculation gives 9.2495 eV. Its HOMO energy is -8.29 eV. The LUMO energy is 0.961 eV. As for the SMILES: C=CNC.NCO.